Density functional theory data (ωB97M-V/def2-TZVPD) for a single C35H60O6 molecule.

Geometry as XYZ:
```
101
Properties=species:S:1:pos:R:3
C 3.8694 -2.1767 -7.1980
H 3.4820 -2.7677 -8.0251
H 3.3677 -2.4966 -6.2867
C 3.6274 -0.6922 -7.4476
H 4.0907 -0.4033 -8.3926
H 2.5523 -0.5338 -7.5532
C 4.1560 0.2029 -6.3166
C 3.4001 1.5396 -6.2902
H 3.2478 1.8805 -7.3162
H 4.0014 2.2929 -5.7818
C 2.0443 1.4376 -5.5855
H 1.5382 0.5395 -5.9345
H 1.4230 2.2895 -5.8716
C 2.1673 1.4177 -4.0504
C 2.3173 2.8554 -3.5531
H 2.6770 2.8915 -2.5294
H 3.0326 3.3940 -4.1709
H 1.3647 3.3781 -3.6064
H 3.0730 0.8658 -3.7863
C 0.9572 0.7028 -3.4267
H 0.0601 1.2494 -3.7400
C 0.8382 -0.7651 -3.9142
H 0.1737 -0.8311 -4.7751
H 1.8131 -1.1428 -4.2225
C 0.2777 -1.5917 -2.7439
C -0.1695 -0.5290 -1.7461
C -0.4451 -0.9709 -0.3135
C -1.5550 -2.0209 -0.2953
C -2.1180 -2.2190 1.0716
C -1.9350 -1.3990 2.0963
C -2.5266 -1.7279 3.4410
C -3.3254 -0.5535 3.9996
C -2.4347 0.6812 4.0614
C -1.9322 1.0177 2.6620
H -1.3140 1.9139 2.7216
H -2.7940 1.2465 2.0292
C -1.1242 -0.1204 2.0030
C 0.1997 -0.3199 2.7574
H 0.8540 -0.9928 2.2098
H 0.0266 -0.7572 3.7358
H 0.7102 0.6281 2.9045
C -0.8865 0.2481 0.5120
C 0.0881 1.4213 0.3430
H 1.0363 1.1875 0.8225
H -0.3224 2.3043 0.8358
C 0.3648 1.7810 -1.1195
H 1.0702 2.6109 -1.1379
C 0.9012 0.5692 -1.8828
C 2.2659 0.1403 -1.3387
H 2.7038 -0.6364 -1.9575
H 2.9472 0.9873 -1.3233
H 2.1902 -0.2427 -0.3263
H -0.5599 2.1215 -1.5923
H -1.8559 0.5618 0.1041
H -1.5934 0.4836 4.7262
H -3.0012 1.5267 4.4597
H -4.1890 -0.3483 3.3465
O -3.8214 -0.9612 5.2768
C -4.7777 -0.1278 5.8771
O -4.2258 0.8426 6.7143
C -3.6614 0.4142 7.9589
C -2.2173 -0.0736 7.7715
O -1.3958 0.9796 7.3336
H -1.8954 1.4766 6.6728
H -1.8132 -0.4120 8.7276
H -2.1825 -0.9060 7.0576
C -4.5649 -0.5614 8.7300
O -5.6091 0.1321 9.3655
H -6.1289 0.5748 8.6765
C -5.1418 -1.6777 7.8275
C -5.7946 -1.0394 6.5907
O -6.9143 -0.2474 6.9120
H -7.5720 -0.8015 7.3501
H -6.0690 -1.8367 5.8824
O -4.2016 -2.6490 7.4663
H -3.7200 -2.3357 6.6868
H -5.9092 -2.1998 8.4177
H -3.9810 -1.0277 9.5299
H -3.6174 1.3432 8.5438
H -5.3173 0.4548 5.1150
H -3.1731 -2.6030 3.3621
H -1.7371 -1.9681 4.1577
H -2.7201 -3.1097 1.2004
H -1.1764 -2.9741 -0.6716
H -2.3643 -1.7122 -0.9671
H 0.4529 -1.4132 0.1231
H -1.1039 -0.0976 -2.1282
H -0.5446 -2.2318 -3.0610
H 1.0450 -2.2286 -2.3030
H 3.9561 -0.3164 -5.3730
C 5.6860 0.3857 -6.4044
C 6.1169 1.3746 -7.4864
H 5.8207 2.3886 -7.2316
H 7.1996 1.3564 -7.5936
H 5.6792 1.1205 -8.4483
C 6.2678 0.8025 -5.0535
H 5.8666 1.7611 -4.7327
H 7.3496 0.8952 -5.1206
H 6.0363 0.0626 -4.2900
H 6.1156 -0.5899 -6.6572
H 4.9303 -2.3928 -7.0967
```

Calculated values
HOMO-LUMO gap = 0.3579 hartree
ΔE to the lowest compared entry with this formula, charge and spin = 0.9 kcal per mole

natural (NBO) population analysis, charges in e, atoms 1 to 5: C -0.60; H 0.21; H 0.20; C -0.40; H 0.20

Density functional theory data (ωB97M-V/def2-TZVPD) for C35H61AsN3O3Ti as an isolated structure at a distorted geometry.

Geometry as XYZ:
```
104
Properties=species:S:1:pos:R:3
Ti 1.4339 -1.2171 -0.2981
C -5.4080 0.7367 -2.8639
C -5.0052 0.1943 -1.4853
C -5.9439 -0.9544 -1.0929
C -5.1649 1.3227 -0.4674
C -3.5694 -0.3303 -1.5385
C -2.5877 0.1070 -0.6525
C -1.3043 -0.4122 -0.7562
N -0.1969 -0.1937 0.0918
C 0.0256 0.8834 0.9678
C -0.6631 2.0773 1.0866
C -0.2401 3.0372 2.0075
C 0.8846 2.7678 2.7804
C 1.6423 1.5968 2.6485
C 1.1864 0.6836 1.7139
O 1.8483 -0.4861 1.3738
C 2.9054 1.3498 3.4806
C 2.7216 0.0749 4.3141
C 3.1894 2.5102 4.4337
C 4.1346 1.2019 2.5706
C -1.0160 4.3525 2.1146
C -0.4675 5.2575 3.2169
C -2.4908 4.0588 2.4190
C -0.9168 5.1009 0.7780
C -1.0086 -1.3653 -1.7180
O 0.2904 -1.8179 -1.6342
C -1.9620 -1.8579 -2.5974
C -3.2352 -1.3023 -2.4828
C -1.6288 -2.9490 -3.6161
C -2.8468 -3.3415 -4.4524
C -1.1397 -4.2072 -2.8817
C -0.5392 -2.4480 -4.5741
H -6.4089 1.1707 -2.8155
H -5.4252 -0.0455 -3.6242
H -4.7154 1.5131 -3.1960
H -6.9808 -0.6107 -1.0770
H -5.6961 -1.3356 -0.0996
H -5.8759 -1.7837 -1.7991
H -6.1957 1.6806 -0.4849
H -4.5146 2.1711 -0.6972
H -4.9514 0.9915 0.5516
H -2.8236 0.8065 0.1344
H -1.5189 2.2675 0.4536
H 1.2054 3.5035 3.5004
H 1.9169 0.2023 5.0412
H 3.6394 -0.1589 4.8596
H 2.4770 -0.7731 3.6761
H 2.3865 2.6516 5.1598
H 3.3386 3.4500 3.8980
H 4.1035 2.2993 4.9921
H 4.0400 0.3517 1.8971
H 5.0305 1.0602 3.1800
H 4.2790 2.1081 1.9739
H -0.5158 4.7775 4.1970
H -1.0622 6.1711 3.2659
H 0.5675 5.5502 3.0265
H -2.5943 3.5142 3.3600
H -2.9590 3.4634 1.6322
H -3.0505 4.9930 2.5032
H 0.1263 5.3020 0.5220
H -1.4414 6.0569 0.8389
H -1.3631 4.5270 -0.0372
H -4.0070 -1.6505 -3.1540
H -3.6592 -3.7330 -3.8362
H -2.5579 -4.1246 -5.1554
H -3.2308 -2.5007 -5.0337
H -1.9034 -4.5640 -2.1844
H -0.2162 -4.0135 -2.3340
H -0.9454 -5.0079 -3.5998
H -0.8808 -1.5573 -5.1061
H -0.3133 -3.2171 -5.3169
H 0.3810 -2.2045 -4.0448
N 3.8204 -1.1356 -0.8780
C 4.8924 -0.1177 -1.0565
C 4.6395 0.7916 -2.2527
C 3.7439 1.9967 -1.9402
C 2.5677 1.6319 -1.0578
N 1.7240 0.5570 -1.6500
H 4.0559 -1.7219 -0.0820
H 3.8515 -1.7769 -1.6692
H 5.8484 -0.6291 -1.1735
H 4.9495 0.4650 -0.1369
H 4.2189 0.1898 -3.0679
H 5.5936 1.1499 -2.6396
H 3.4028 2.4552 -2.8719
H 4.3275 2.7563 -1.4140
H 1.9349 2.4923 -0.8434
H 2.9336 1.2862 -0.0934
H 2.2282 0.1157 -2.4128
H 0.8698 0.9320 -2.0481
C 1.3797 -5.7592 0.5982
As 1.2160 -3.9294 1.0481
C 1.9694 -3.6569 2.7690
C -0.6268 -3.4686 1.0559
O 2.1401 -3.0458 -0.0978
H 0.8495 -6.3616 1.3335
H 2.4377 -6.0112 0.5954
H 0.9598 -5.9189 -0.3926
H 1.8138 -4.5561 3.3623
H 1.5082 -2.7967 3.2466
H 3.0329 -3.4706 2.6370
H -1.1197 -4.2398 1.6486
H -1.0022 -3.4712 0.0333
H -0.7729 -2.4848 1.4971
```

Calculated values
HOMO-LUMO gap (alpha / beta) = 0.2667 / 0.2667 hartree
charge = +1
ΔE to the lowest compared entry with this formula, charge and spin = 13.6 kcal per mole

Mulliken population analysis, charges in e, atoms 1 to 5: Ti -1.04; C -1.73; C 2.04; C -1.66; C -2.01

Density functional theory data (ωB97M-V/def2-TZVPD) for a 7-piece molecular cluster, C35H61Br3Cl2F3N6O2PS overall at a distorted geometry.

Geometry as XYZ:
```
114
Properties=species:S:1:pos:R:3
C -7.7484 1.2087 -2.3482
C -6.2331 0.9622 -2.2393
C -6.0138 -0.4511 -1.6743
Br -4.9533 -1.5893 -2.8808
P -5.4783 -0.4970 0.1570
Cl -5.1245 -0.4041 2.3424
C -3.6550 -0.4124 -0.1566
C -3.1898 0.7860 -0.9905
C -1.7702 1.2542 -0.5777
C -0.7844 0.1566 -0.2690
S -0.2466 -0.7807 -1.7124
O 1.1311 -1.1009 -1.4762
O -0.4380 -0.0175 -2.9047
Cl -1.2393 -2.5795 -1.7844
C -6.2040 -2.1913 0.4268
C -5.0459 -3.1912 0.6035
C -5.4771 -4.4196 1.4007
F -6.7389 -4.7188 1.0478
Br -4.3654 -5.9264 0.8546
C -5.4730 -4.1760 2.9248
F -4.4358 -3.4832 3.2937
F -6.5552 -3.4869 3.2299
Br -5.5238 -5.8179 3.9720
H -7.9945 2.2626 -2.3680
H -8.1973 0.6591 -3.1661
H -8.1790 0.8285 -1.4240
H -5.8149 1.0696 -3.2314
H -5.8709 1.7212 -1.5580
H -6.9980 -0.8978 -1.7021
H -6.2426 0.6754 0.3402
H -3.2001 -0.2721 0.8115
H -3.2474 -1.3469 -0.5093
H -3.8303 1.6408 -0.8394
H -3.1353 0.5314 -2.0413
H -1.3888 1.9121 -1.3383
H -1.8980 1.7958 0.3503
H 0.1248 0.6281 0.0822
H -1.0869 -0.5364 0.5066
H -6.7760 -2.5427 -0.4210
H -6.7965 -2.1650 1.3264
H -4.6933 -3.5025 -0.3666
H -4.2053 -2.7572 1.1361
C 6.5489 -1.2415 -0.4213
C 5.0674 -1.5929 -0.5070
C 4.2571 -0.5708 -1.3113
C 4.3426 0.7561 -0.6902
N 4.4145 1.7861 -0.2129
H 6.7076 -0.2935 0.0962
H 7.0886 -2.0097 0.1322
H 6.9944 -1.1656 -1.4173
H 4.6598 -1.6718 0.5021
H 4.9591 -2.5736 -0.9728
H 3.2105 -0.8665 -1.3588
H 4.6374 -0.5034 -2.3328
C 7.2275 2.6927 -2.6326
C 7.3882 2.3625 -4.1117
C 7.5523 0.8610 -4.3737
C 8.7450 0.3313 -3.7013
N 9.6728 -0.0795 -3.1791
H 8.1113 2.4105 -2.0583
H 7.0803 3.7645 -2.4975
H 6.3661 2.1833 -2.1989
H 8.2508 2.9009 -4.5090
H 6.5115 2.7171 -4.6571
H 7.6475 0.6707 -5.4428
H 6.6804 0.3147 -4.0103
C 3.2267 5.2856 1.3034
C 3.2464 5.0180 -0.1961
C 1.8412 4.9276 -0.8028
C 1.0863 3.8316 -0.1877
N 0.5292 2.9641 0.3009
H 2.7419 4.4724 1.8463
H 4.2428 5.3711 1.6871
H 2.6993 6.2142 1.5329
H 3.7882 4.0896 -0.3865
H 3.7932 5.8182 -0.6987
H 1.9014 4.7463 -1.8760
H 1.2923 5.8577 -0.6482
C 3.0082 3.7137 5.3753
C 2.2873 4.2761 6.5944
C 1.4000 5.4786 6.2555
C 2.1991 6.5759 5.6958
N 2.8293 7.4235 5.2642
H 3.6873 4.4476 4.9390
H 3.6033 2.8431 5.6503
H 2.2952 3.4076 4.6069
H 3.0240 4.5644 7.3466
H 1.6660 3.4962 7.0382
H 0.8931 5.8413 7.1496
H 0.6384 5.1978 5.5271
C 9.4090 -3.8446 -2.1317
C 8.9206 -5.2493 -2.4727
C 7.4008 -5.3985 -2.3443
C 6.9675 -5.1261 -0.9689
N 6.6327 -4.8982 0.0979
H 9.1905 -3.5865 -1.0946
H 10.4880 -3.7730 -2.2645
H 8.9416 -3.0964 -2.7748
H 9.4144 -5.9711 -1.8194
H 9.2111 -5.4929 -3.4963
H 7.0916 -6.4093 -2.6102
H 6.8918 -4.7035 -3.0136
C -9.8777 -3.4054 0.8349
C -10.6014 -2.8251 2.0445
C -11.5615 -1.6882 1.6763
C -10.8321 -0.5781 1.0526
N -10.2455 0.2761 0.5745
H -9.2503 -2.6563 0.3488
H -9.2293 -4.2272 1.1368
H -10.5877 -3.7871 0.0982
H -9.8649 -2.4623 2.7644
H -11.1681 -3.6164 2.5379
H -12.0666 -1.3132 2.5662
H -12.3234 -2.0400 0.9797
```

Calculated values
HOMO-LUMO gap = 0.3432 hartree

Mulliken population analysis, charges in e, atoms 1 to 5: C -1.39; C -0.28; C -0.97; Br -0.12; P 0.43

Density functional theory data (ωB97M-V/def2-TZVPD) for a 13-piece molecular cluster, C35H61Cl36F2N5OP overall at a distorted geometry.

Geometry as XYZ:
```
141
Properties=species:S:1:pos:R:3
C 3.0667 0.3777 3.6417
C 2.0997 -0.4731 2.7909
C 2.2778 -0.0766 1.3163
C 1.6326 -1.0975 0.3486
N 0.2729 -0.7018 0.0010
N 0.1246 -0.1198 -1.2237
C -0.5043 0.9728 -1.4917
N -0.6342 1.4111 -2.7893
C -2.0627 1.4514 -3.1753
N -2.3908 2.8604 -3.4570
C -2.3995 0.6398 -4.4267
F -3.7717 0.6653 -4.5190
C -1.8829 -0.7828 -4.4257
C -2.9404 -1.8237 -4.7614
C -2.9737 1.0719 -2.0333
F -3.1076 -0.2947 -1.9231
C -2.5829 1.7527 -0.7575
C -3.4483 1.3498 0.4120
C -3.2363 -0.0840 0.9692
C -4.4005 -0.9741 0.5631
C -4.1832 -2.4677 0.8414
C -2.7677 -3.0641 0.6537
C -2.7836 -4.4541 -0.0046
C -1.3406 -4.9733 -0.0848
O -0.5011 -4.3509 -1.0494
C 0.7735 -4.9335 -0.8567
N -1.1069 1.6706 -0.4771
P -0.4827 3.3546 -0.3542
C 1.3116 3.3488 0.0509
C 2.1893 2.7640 -1.0531
C -1.2562 4.0592 1.1650
C -0.7793 3.3589 2.4682
H 3.6427 -0.2179 4.3367
H 2.5334 1.1451 4.1859
H 3.7707 0.9084 3.0143
H 1.1080 -0.1379 3.0720
H 2.2334 -1.5350 2.9499
H 3.3164 0.1066 1.0842
H 1.7153 0.8403 1.1869
H 2.2648 -1.1193 -0.5295
H 1.6686 -2.0727 0.8147
H -0.2113 -0.1982 0.7302
H 0.5402 -0.6217 -1.9970
H -0.0936 0.7925 -3.3878
H -2.9014 2.9463 -4.3231
H -1.5265 3.3793 -3.4896
H -2.0222 1.1870 -5.2843
H -1.1213 -0.8632 -5.1769
H -1.4678 -1.0854 -3.4691
H -3.8316 -1.6852 -4.1674
H -2.5675 -2.8100 -4.5257
H -3.2059 -1.8193 -5.8061
H -3.9407 1.4728 -2.2961
H -2.7873 2.8049 -0.9474
H -4.4824 1.5366 0.1539
H -3.2063 2.0167 1.2306
H -2.3108 -0.4818 0.5798
H -3.1536 0.0068 2.0454
H -4.6546 -0.7338 -0.4604
H -5.2484 -0.6651 1.1676
H -4.8423 -2.9890 0.1542
H -4.5538 -2.7130 1.8248
H -2.1219 -2.4617 0.0346
H -2.3666 -3.2187 1.6521
H -3.1719 -4.3689 -1.0137
H -3.3533 -5.1308 0.6161
H -1.3148 -6.0458 -0.2505
H -0.9044 -4.7060 0.8774
H 0.7198 -5.7023 -0.0911
H 1.5306 -4.2212 -0.5183
H 1.1565 -5.4300 -1.7447
H 1.5744 4.3951 0.1609
H 1.4982 2.9092 1.0262
H 3.1317 3.2726 -1.1410
H 2.3487 1.6986 -0.9418
H 1.6631 2.9038 -1.9941
H -0.8947 5.0807 1.1943
H -2.3318 4.0732 1.0865
H -0.2734 2.4336 2.2265
H -1.6169 3.1828 3.1274
H -0.0500 3.9856 2.9663
C 6.6533 2.3339 0.9904
Cl 5.0746 3.1139 0.8340
Cl 6.8253 1.5958 2.5782
Cl 6.8690 1.1306 -0.2813
H 7.4204 3.0888 0.8797
C -1.4211 6.1930 5.6528
Cl -0.1468 6.3601 4.4405
Cl -3.0101 6.3776 4.9088
Cl -1.2945 4.6388 6.4753
H -1.2956 6.9777 6.3859
C 4.8209 -3.6037 2.5277
Cl 3.2649 -3.6639 3.3621
Cl 4.7106 -4.3871 0.9508
Cl 5.3494 -1.9322 2.3576
H 5.5493 -4.1370 3.1228
C 9.7877 -0.5242 5.0207
Cl 8.4727 0.6113 5.3368
Cl 9.6472 -1.1969 3.3939
Cl 11.3515 0.2545 5.2431
H 9.7094 -1.3362 5.7299
C -1.3849 2.5623 10.1814
Cl -2.7680 3.6230 10.4430
Cl -1.4061 1.9052 8.5410
Cl 0.1263 3.4170 10.4883
H -1.4545 1.7367 10.8756
C -4.0291 -2.9485 5.1977
Cl -5.5858 -2.6006 4.4474
Cl -3.9472 -4.6298 5.7157
Cl -2.6940 -2.5726 4.0959
H -3.9299 -2.3192 6.0711
C 9.3971 2.0957 -3.2713
Cl 11.0846 1.8513 -2.8313
Cl 8.6769 3.3832 -2.3034
Cl 9.2370 2.4539 -4.9903
H 8.8580 1.1801 -3.0682
C -8.0730 -3.7899 -0.7141
Cl -6.4897 -3.8169 -1.4957
Cl -8.6219 -5.4257 -0.3613
Cl -8.0201 -2.8151 0.7580
H -8.7781 -3.3349 -1.3955
C -6.4022 -2.8563 -5.9338
Cl -5.2604 -2.7952 -7.2795
Cl -8.0628 -2.7804 -6.5179
Cl -6.1441 -4.3055 -4.9607
H -6.2251 -1.9939 -5.3053
C 4.0233 -5.8954 -3.1995
Cl 3.0094 -4.4381 -3.2351
Cl 3.5271 -6.9773 -1.8981
Cl 3.9650 -6.7178 -4.7521
H 5.0436 -5.5898 -3.0132
C -3.9394 6.2757 -2.0351
Cl -5.2293 5.8000 -0.9260
Cl -3.9200 8.0236 -2.2633
Cl -2.3790 5.6925 -1.4473
H -4.1305 5.8105 -2.9925
C 6.4091 2.0600 -7.3698
Cl 5.8906 2.1618 -5.6860
Cl 5.5565 0.7620 -8.2085
Cl 6.1675 3.5997 -8.1904
H 7.4665 1.8316 -7.3822
```

Calculated values
HOMO-LUMO gap = 0.3009 hartree
charge = +1

Mulliken population analysis, charges in e, atoms 1 to 5: C -1.17; C 0.05; C 0.92; C -1.19; N 0.04